Formula: C25H45FO10S
Source: the Open Molecules 2025 dataset
Level of theory: wB97M-V/def2-TZVPD

CARTESIAN COORDINATES (ANGSTROEM)
C (-0.53, 1.18, 1.49)
C (-1.34, 0.91, 0.65)
C (-2.27, 0.43, -0.37)
O (-2.05, -0.99, -0.60)
S (-3.06, -1.76, 0.34)
O (-2.71, -1.57, 1.70)
O (-3.28, -3.06, -0.20)
O (-4.28, -0.82, 0.00)
C (-3.81, 0.57, -0.05)
C (-4.56, 1.24, -1.19)
C (-4.08, 1.22, 1.31)
C (-5.51, 1.12, 1.78)
F (-3.75, 2.57, 1.14)
H (0.24, 1.42, 2.18)
H (-2.01, 0.91, -1.31)
H (-5.43, 1.79, -0.83)
H (-3.92, 1.93, -1.73)
H (-4.92, 0.49, -1.89)
H (-3.39, 0.82, 2.05)
H (-5.87, 0.09, 1.74)
H (-5.57, 1.47, 2.81)
H (-6.16, 1.75, 1.17)
C (-7.53, 3.77, -3.38)
C (-7.47, 2.33, -3.82)
O (-6.75, 1.52, -3.28)
C (-8.36, 1.96, -4.98)
H (-6.85, 3.93, -2.55)
H (-7.25, 4.41, -4.22)
H (-8.54, 4.03, -3.08)
H (-8.11, 2.57, -5.85)
H (-9.40, 2.16, -4.73)
H (-8.23, 0.90, -5.22)
C (2.47, -3.09, 3.74)
C (1.44, -2.27, 3.00)
O (1.75, -1.32, 2.31)
C (0.00, -2.68, 3.16)
H (3.47, -2.70, 3.54)
H (2.27, -3.07, 4.81)
H (2.42, -4.13, 3.40)
H (-0.29, -2.62, 4.21)
H (-0.14, -3.71, 2.83)
H (-0.64, -2.03, 2.57)
C (-6.03, 6.86, -7.50)
C (-7.05, 6.69, -6.40)
O (-7.65, 5.65, -6.25)
C (-7.28, 7.88, -5.50)
H (-5.96, 5.95, -8.08)
H (-6.33, 7.68, -8.16)
H (-5.06, 7.11, -7.08)
H (-7.62, 8.73, -6.09)
H (-6.35, 8.16, -5.01)
H (-8.03, 7.63, -4.75)
C (6.76, -0.71, 3.16)
C (7.02, -2.16, 2.80)
O (7.71, -2.87, 3.50)
C (6.37, -2.65, 1.54)
H (7.28, -0.46, 4.09)
H (7.12, -0.06, 2.36)
H (5.69, -0.54, 3.28)
H (6.70, -2.07, 0.69)
H (5.28, -2.54, 1.61)
H (6.62, -3.70, 1.39)
C (4.00, -3.55, -2.91)
C (3.90, -2.54, -1.80)
O (4.82, -2.33, -1.04)
C (2.59, -1.81, -1.66)
H (4.99, -4.01, -2.90)
H (3.24, -4.32, -2.79)
H (3.83, -3.07, -3.87)
H (1.77, -2.51, -1.49)
H (2.37, -1.25, -2.57)
H (2.64, -1.12, -0.82)
C (10.17, -4.10, 5.05)
C (11.40, -4.44, 5.86)
O (12.09, -5.41, 5.61)
C (11.73, -3.51, 7.01)
H (10.03, -4.83, 4.26)
H (9.29, -4.08, 5.69)
H (10.27, -3.10, 4.61)
H (10.90, -3.48, 7.72)
H (11.89, -2.50, 6.63)
H (12.63, -3.86, 7.51)

Its net charge is 0. The value obtained for the total energy is -60679.8972 eV.

Taken from the Mulliken analysis, the atomic charges in e are:
1 C 0.3161
2 C -1.0488
3 C 0.1240
4 O -0.3581
5 S 1.1430
6 O -0.5274
7 O -0.6295
8 O -0.4623
9 C 1.6839
10 C -1.9584
11 C -0.1092
12 C -1.4827
13 F -0.3746
14 H 0.4999
15 H 0.4925
16 H 0.1945
17 H 0.4033
18 H 0.4899
19 H 0.4820
20 H 0.3669
21 H 0.3985
22 H 0.3523
23 C -0.6646
24 C 0.7831
25 O -0.5021
26 C -1.1144
27 H 0.2446
28 H -0.0271
29 H 0.3534
30 H 0.2854
31 H 0.3219
32 H 0.3208
33 C -0.9913
34 C 0.8655
35 O -0.5354
36 C -0.7941
37 H 0.0638
38 H 0.3736
39 H 0.3406
40 H 0.3692
41 H 0.3685
42 H -0.0552
43 C -1.1628
44 C 0.8744
45 O -0.5481
46 C -1.1405
47 H 0.2997
48 H 0.3442
49 H 0.3329
50 H 0.3668
51 H 0.3291
52 H 0.2925
53 C -1.0043
54 C 0.7435
55 O -0.5257
56 C -0.7981
57 H 0.2930
58 H 0.3290
59 H 0.2270
60 H 0.3438
61 H 0.1301
62 H 0.2786
63 C -1.1565
64 C 0.7841
65 O -0.5089
66 C -1.0095
67 H 0.2935
68 H 0.3290
69 H 0.3437
70 H 0.3026
71 H 0.3668
72 H 0.2453
73 C -0.8935
74 C 0.7313
75 O -0.5576
76 C -1.0518
77 H 0.2986
78 H 0.2924
79 H 0.2851
80 H 0.3040
81 H 0.3029
82 H 0.2917

Formula: C25H45N2O8S2
Source: the Open Molecules 2025 dataset
Level of theory: wB97M-V/def2-TZVPD

CARTESIAN COORDINATES (ANGSTROEM)
C (1.61, -1.74, 4.15)
N (1.03, -2.25, 2.90)
C (-0.17, -3.06, 3.07)
C (1.06, -1.31, 1.84)
O (2.15, -0.95, 1.43)
C (-0.19, -0.74, 1.19)
C (-0.72, 0.60, 1.81)
C (0.37, 1.68, 1.80)
C (1.27, 1.78, 0.74)
C (2.19, 2.80, 0.67)
C (2.25, 3.78, 1.65)
C (1.34, 3.72, 2.70)
C (0.42, 2.69, 2.77)
C (-1.80, 1.15, 0.82)
C (-3.29, 0.89, 1.09)
C (-3.78, -0.49, 0.58)
C (-4.09, 1.95, 0.33)
N (-3.55, 1.07, 2.54)
O (-3.69, 2.30, 2.88)
C (-2.77, 0.26, 3.52)
C (-3.27, -1.19, 3.57)
C (-3.04, 0.85, 4.90)
C (-1.24, 0.31, 3.24)
H (0.85, -1.63, 4.92)
H (2.38, -2.42, 4.52)
H (2.10, -0.78, 3.97)
H (-0.22, -3.81, 2.28)
H (-0.11, -3.58, 4.02)
H (-1.11, -2.50, 3.06)
H (0.10, -0.56, 0.16)
H (-1.02, -1.45, 1.17)
H (1.27, 1.05, -0.06)
H (2.87, 2.84, -0.17)
H (2.98, 4.57, 1.59)
H (1.34, 4.49, 3.46)
H (-0.29, 2.71, 3.59)
H (-1.68, 2.23, 0.75)
H (-1.57, 0.76, -0.17)
H (-4.42, -0.35, -0.29)
H (-2.96, -1.13, 0.26)
H (-4.38, -1.01, 1.32)
H (-4.15, 1.69, -0.72)
H (-5.10, 2.02, 0.75)
H (-3.64, 2.94, 0.43)
H (-3.10, -1.74, 2.65)
H (-4.34, -1.20, 3.79)
H (-2.76, -1.69, 4.39)
H (-2.51, 1.79, 5.05)
H (-4.10, 1.03, 5.05)
H (-2.69, 0.15, 5.66)
H (-0.86, -0.67, 3.53)
H (-0.81, 0.99, 3.97)
O (2.11, 2.76, -2.57)
S (3.18, 2.14, -3.30)
O (4.26, 2.96, -3.78)
O (2.56, 1.32, -4.50)
C (1.61, 2.00, -5.35)
C (2.28, 2.91, -6.36)
C (3.83, 0.79, -2.39)
H (0.90, 2.55, -4.72)
H (1.07, 1.20, -5.85)
H (2.76, 3.76, -5.88)
H (1.54, 3.29, -7.06)
H (3.05, 2.36, -6.92)
H (3.00, 0.15, -2.07)
H (4.34, 1.20, -1.52)
H (4.52, 0.24, -3.02)
O (0.41, -2.36, -1.83)
S (1.44, -3.06, -2.54)
O (2.56, -2.34, -3.06)
O (0.76, -3.89, -3.72)
C (-0.14, -3.17, -4.59)
C (0.60, -2.33, -5.62)
C (2.01, -4.42, -1.59)
H (-0.81, -2.56, -3.99)
H (-0.73, -3.94, -5.07)
H (1.13, -1.50, -5.15)
H (-0.11, -1.92, -6.34)
H (1.33, -2.94, -6.15)
H (1.15, -4.99, -1.24)
H (2.55, -4.00, -0.74)
H (2.67, -5.03, -2.20)

Its net charge is 0. Its spin multiplicity is 2. As for the expectation value of S²: 0.75. The value obtained for the total energy is -67682.7140 eV.

Taken from the Mulliken analysis, the atomic charges in e are:
1 C -0.9629
2 N 0.3156
3 C -1.0401
4 C -0.6267
5 O -0.5470
6 C -1.5640
7 C 4.7003
8 C -0.1534
9 C 0.2701
10 C -0.7250
11 C -0.9084
12 C -0.8367
13 C -0.4280
14 C -3.0594
15 C 2.3821
16 C -1.7747
17 C -1.9705
18 N 0.6020
19 O -0.6549
20 C 1.8498
21 C -2.2104
22 C -1.6926
23 C -1.9639
24 H 0.3284
25 H 0.3011
26 H 0.3032
27 H 0.2153
28 H 0.3754
29 H 0.4144
30 H 0.4352
31 H 0.6847
32 H 0.3656
33 H 0.2425
34 H 0.4011
35 H 0.4328
36 H 0.5231
37 H 0.8295
38 H 0.1782
39 H 0.5366
40 H 0.2759
41 H 0.3520
42 H 0.4821
43 H 0.4783
44 H 0.3469
45 H 0.4607
46 H 0.3263
47 H 0.5523
48 H 0.3753
49 H 0.4101
50 H 0.4336
51 H -0.4974
52 H 0.4180
53 O -0.6196
54 S 1.1634
55 O -0.6681
56 O -0.1189
57 C -0.2915
58 C -1.1083
59 C -0.8362
60 H 0.3616
61 H 0.2252
62 H 0.2935
63 H 0.4089
64 H 0.2772
65 H 0.0614
66 H 0.4517
67 H 0.4103
68 O -0.5819
69 S 1.2934
70 O -0.6065
71 O -0.3475
72 C -0.3495
73 C -0.6127
74 C -1.0905
75 H 0.2654
76 H 0.2846
77 H -0.0240
78 H 0.4131
79 H 0.2716
80 H 0.3257
81 H 0.3897
82 H 0.3761

Formula: C25H45N2OP3SeSm
Source: the Open Molecules 2025 dataset
Level of theory: wB97M-V/def2-TZVPD

CARTESIAN COORDINATES (ANGSTROEM)
Sm (-0.38, 0.42, -0.04)
P (2.16, -1.16, 0.92)
P (1.56, 2.43, -0.62)
P (-1.21, -2.39, -0.64)
H (-0.64, 2.35, -8.11)
C (-1.59, 1.83, -7.96)
C (-2.51, 2.26, -7.09)
H (-2.46, 3.22, -6.57)
C (3.54, -2.27, 0.69)
C (2.73, 0.32, 1.80)
C (0.96, -2.00, 1.99)
C (1.02, 3.44, -2.05)
C (2.22, 3.71, 0.50)
C (3.01, 1.59, -1.34)
C (-2.33, -2.43, -2.09)
C (-1.93, -3.73, 0.40)
C (0.32, -3.14, -1.34)
H (-1.76, 0.96, -8.61)
H (-3.43, 1.67, -6.91)
H (3.90, -2.63, 1.66)
H (4.38, -1.79, 0.17)
H (3.27, -3.14, 0.08)
H (3.30, -0.04, 2.67)
H (1.94, 0.97, 2.19)
H (3.40, 0.93, 1.18)
H (1.55, -2.43, 2.82)
H (0.44, -2.82, 1.45)
H (0.21, -1.31, 2.41)
H (1.66, 4.34, -2.09)
H (-0.03, 3.73, -1.90)
H (1.10, 2.86, -2.98)
H (3.20, 4.05, 0.13)
H (2.32, 3.31, 1.51)
H (1.51, 4.55, 0.54)
H (3.82, 2.32, -1.33)
H (2.78, 1.28, -2.36)
H (3.31, 0.69, -0.79)
H (-2.78, -3.43, -2.19)
H (-1.79, -2.16, -3.01)
H (-3.12, -1.69, -1.92)
H (-2.56, -4.39, -0.22)
H (-2.56, -3.27, 1.18)
H (-1.15, -4.34, 0.89)
H (0.03, -4.01, -1.94)
H (1.02, -3.47, -0.55)
H (0.84, -2.42, -1.98)
C (-0.09, 0.30, -3.47)
C (1.01, -0.14, -4.23)
C (0.76, -0.65, -5.50)
C (-0.56, -0.72, -5.98)
C (-1.60, -0.07, -5.30)
C (-1.32, 0.59, -4.10)
O (0.01, 0.26, -2.14)
H (1.70, -0.89, -0.43)
H (1.99, -0.17, -3.76)
H (1.59, -0.97, -6.13)
H (-0.75, -1.18, -6.96)
H (-2.59, -0.01, -5.77)
H (-2.06, 1.22, -3.57)
C (0.88, 1.45, 5.04)
N (-0.41, 0.82, 4.82)
C (-1.17, 1.00, 3.69)
Se (-0.80, 2.17, 2.29)
N (-2.37, 0.40, 3.97)
C (-2.43, -0.03, 5.30)
C (-3.53, -0.34, 6.09)
C (-3.32, -0.39, 7.47)
C (-2.05, -0.13, 8.02)
C (-0.96, 0.20, 7.20)
C (-1.18, 0.23, 5.83)
H (0.94, 2.42, 4.53)
H (1.70, 0.83, 4.66)
H (1.01, 1.60, 6.12)
H (-3.13, 0.37, 3.29)
H (-4.51, -0.53, 5.63)
H (-4.14, -0.64, 8.15)
H (-1.92, -0.20, 9.10)
H (0.03, 0.41, 7.59)

The value obtained for the energy above the lowest of the compared OMol25 structures with the same formula, charge and spin is 62.6 kJ/mol. Its net charge is +3. Its spin multiplicity is 6. As for the expectation value of S²: 8.82.

Taken from the Mulliken analysis, the atomic charges in e are:
1 Sm 0.6873
2 P 0.4743
3 P 0.9843
4 P 0.8189
5 H 0.2506
6 C -0.4610
7 C -0.5225
8 H 0.2613
9 C -1.1290
10 C -0.8689
11 C -0.5594
12 C -1.2455
13 C -1.1465
14 C -1.1161
15 C -1.1795
16 C -1.1637
17 C -0.9394
18 H 0.2622
19 H 0.2713
20 H 0.4666
21 H 0.3836
22 H 0.3733
23 H 0.6176
24 H -0.0744
25 H 0.5131
26 H 0.5812
27 H 0.0731
28 H 0.0617
29 H 0.4398
30 H 0.3816
31 H 0.3500
32 H 0.4464
33 H 0.2708
34 H 0.4236
35 H 0.5318
36 H 0.1707
37 H 0.2108
38 H 0.4673
39 H 0.1905
40 H 0.3817
41 H 0.4141
42 H 0.3519
43 H 0.4076
44 H 0.5346
45 H 0.2685
46 H 0.1689
47 C 0.2208
48 C 0.2094
49 C -0.6963
50 C -0.7078
51 C -0.6310
52 C -0.7522
53 O -0.6875
54 H 0.1399
55 H 0.3211
56 H 0.4591
57 H 0.4813
58 H 0.6759
59 H 0.3683
60 C -0.8428
61 N 0.3455
62 C -0.4133
63 Se -0.0901
64 N 0.0942
65 C 0.6325
66 C -0.7443
67 C -0.5609
68 C -0.7249
69 C -0.9392
70 C 1.0790
71 H 0.3649
72 H 0.2249
73 H 0.3359
74 H 0.1883
75 H 0.3868
76 H 0.4156
77 H 0.4081
78 H 0.3536